A | Here is 5 unconnected molecules or ions with the total composition C2H13NO4 from the Open Molecules 2025 dataset. Energies are from wB97M-V/def2-TZVPD.

The geometry in XYZ format:
```
20
Properties=species:S:1:pos:R:3
O 3.494 2.652 -0.776
O 0.876 1.817 0.453
O -2.111 2.150 -0.273
O 2.309 -3.731 -0.864
N -2.089 -0.619 0.450
C -1.793 -1.347 -0.539
C -1.329 -0.758 1.703
H 2.593 2.927 -1.133
H -2.393 2.783 -0.912
H 0.789 2.007 1.419
H -0.265 -1.091 1.339
H -2.424 -1.302 -1.397
H 2.794 -2.972 -1.298
H -0.877 -1.998 -0.829
H -0.043 2.092 0.156
H 3.279 1.814 -0.314
H -1.124 0.193 2.249
H 2.382 -4.408 -1.537
H -1.868 -1.403 2.366
H -2.200 1.193 -0.261
```

## Properties
HOMO-LUMO gap = 10.57 eV
HOMO = -10.0 eV
E_LUMO = 0.56 eV

natural (NBO) atomic charge list, values in e, 6 entries:
1 O -0.951
2 O -0.980
3 O -1.030
4 O -0.935
5 N -0.445
6 C -0.029

=====

B | Here is 5 unconnected molecules or ions with the total composition C2H13NO4 from the Open Molecules 2025 dataset. Energies are from wB97M-V/def2-TZVPD.

The geometry in XYZ format:
```
20
Properties=species:S:1:pos:R:3
O -3.923 -1.999 -1.800
O 0.579 -1.499 -0.247
O 2.434 -0.185 -2.236
O 2.377 -2.627 1.682
N -1.623 2.167 0.116
C -0.433 2.849 0.412
C 0.313 2.746 1.520
H 1.414 -1.663 0.221
H -0.255 3.669 -0.274
H 2.445 -0.242 -1.293
H 1.651 -0.640 -2.559
H 0.284 -0.591 -0.152
H 1.529 -2.918 2.006
H -1.880 1.462 0.775
H -3.095 -2.422 -1.613
H 0.354 1.783 2.020
H 2.925 -3.392 1.494
H 0.964 3.573 1.751
H -1.706 1.989 -0.873
H -4.356 -2.060 -0.947
```

## Properties
HOMO-LUMO gap = 8.79 eV
HOMO = -8.5 eV
E_LUMO = 0.31 eV

natural (NBO) atomic charge list, values in e, 6 entries:
1 O -0.929
2 O -0.983
3 O -0.946
4 O -0.956
5 N -0.818
6 C 0.020

=====

C | Here is 4 unconnected molecules or ions with the total composition C2H13NO4 from the Open Molecules 2025 dataset. Energies are from wB97M-V/def2-TZVPD.

The geometry in XYZ format:
```
20
Properties=species:S:1:pos:R:3
O -0.102 -1.348 0.526
O 0.115 -1.128 -2.120
O 0.904 -2.087 3.364
O -2.104 0.649 2.711
N 0.681 1.181 -2.162
C -0.332 0.225 -2.497
C 0.772 1.557 -0.691
H 1.749 -1.678 3.499
H -2.364 0.995 3.577
H 0.861 -2.407 2.457
H -0.802 -1.922 0.838
H 1.179 2.564 -0.704
H -0.241 1.433 -0.291
H 1.069 -1.066 -2.182
H -1.178 0.842 2.579
H -0.163 -1.116 -0.427
H 1.435 0.857 -0.192
H -1.370 0.278 -2.132
H -0.435 0.123 -3.584
H 0.326 2.047 -2.569
```

## Properties
HOMO-LUMO gap = 10.70 eV
HOMO = -10.0 eV
E_LUMO = 0.72 eV

natural (NBO) atomic charge list, values in e, 6 entries:
1 O -1.009
2 O -0.742
3 O -0.950
4 O -0.946
5 N -0.634
6 C 0.070

=====

D | Here is 4 unconnected molecules or ions with the total composition C2H13NO4 from the Open Molecules 2025 dataset. Energies are from wB97M-V/def2-TZVPD.

The geometry in XYZ format:
```
20
Properties=species:S:1:pos:R:3
O 0.808 -1.750 2.599
O 0.983 0.588 0.817
O 0.199 -1.276 -2.982
O 0.760 -2.005 -0.209
N -1.656 0.651 0.255
C -0.791 1.540 -0.530
C 0.552 1.763 0.184
H 0.371 2.507 0.968
H 1.440 -1.315 -0.233
H 0.311 -0.746 -2.189
H -0.036 -1.441 -0.227
H 0.758 -2.039 -2.787
H -1.832 1.118 1.143
H -0.520 1.037 -1.466
H -1.269 2.468 -0.855
H -0.088 -1.917 2.931
H 1.304 2.060 -0.536
H 0.769 -2.165 1.712
H 0.509 0.259 1.587
H -2.571 0.663 -0.181
```

## Properties
HOMO-LUMO gap = 10.89 eV
HOMO = -10.3 eV
E_LUMO = 0.57 eV

natural (NBO) atomic charge list, values in e, 6 entries:
1 O -0.968
2 O -0.763
3 O -0.935
4 O -0.964
5 N -0.841
6 C -0.248

=====

Short version: D, C, B, A, most stable first.

=====

A | Here is 4 unconnected molecules or ions with the total composition C2H13NO4 from the Open Molecules 2025 dataset. Energies are from wB97M-V/def2-TZVPD.

The geometry in XYZ format:
```
20
Properties=species:S:1:pos:R:3
O -2.275 -0.635 -0.760
O -0.685 -0.356 1.880
O 0.323 0.729 -1.545
O -2.149 1.675 0.780
N 2.193 -0.462 0.874
C 2.318 -0.291 -0.684
C 0.946 -0.580 -1.257
H 0.973 -1.094 -2.140
H 2.757 0.275 1.343
H 0.179 -0.260 1.539
H -2.160 0.156 -0.256
H 2.508 -1.440 1.055
H -1.623 -1.313 -0.435
H -1.312 1.253 1.179
H 3.168 -1.077 -0.962
H 2.673 0.760 -0.895
H -0.442 0.798 -1.001
H -2.932 1.315 1.314
H -0.808 -1.028 2.638
H 0.368 -1.186 -0.695
```

## Properties
HOMO-LUMO gap = 10.40 eV
HOMO = -10.0 eV
E_LUMO = 0.38 eV

natural (NBO) atomic charge list, values in e, 6 entries:
1 O -0.961
2 O -1.015
3 O -0.721
4 O -0.976
5 N -0.907
6 C -0.236

=====

B | Here is 5 unconnected molecules or ions with the total composition C2H13NO4 from the Open Molecules 2025 dataset. Energies are from wB97M-V/def2-TZVPD.

The geometry in XYZ format:
```
20
Properties=species:S:1:pos:R:3
O -1.429 -0.562 2.010
O 1.374 2.332 0.292
O 1.221 -0.432 1.238
O -1.442 1.717 0.358
N -1.076 -1.739 -1.009
C 0.085 -1.574 -1.751
C 0.596 -0.438 -2.208
H -1.488 1.228 1.206
H 1.515 0.327 0.711
H -0.698 -0.938 1.492
H -1.767 -1.015 -0.993
H 0.595 -2.526 -1.899
H 1.874 3.045 0.702
H 1.439 -0.520 -2.878
H -1.086 -2.442 -0.290
H 0.228 0.558 -2.033
H -0.961 -0.361 2.829
H 0.421 2.498 0.343
H -1.004 1.084 -0.221
H 1.605 -0.241 2.101
```

## Properties
HOMO-LUMO gap = 8.71 eV
HOMO = -8.3 eV
E_LUMO = 0.40 eV

natural (NBO) atomic charge list, values in e, 6 entries:
1 O -0.963
2 O -0.993
3 O -0.976
4 O -0.968
5 N -0.845
6 C 0.024

=====

Short version: B, A, most stable first.

=====

A | Here is C3H6O3 in the gas phase from the Open Molecules 2025 dataset. Energies are from wB97M-V/def2-TZVPD.

The geometry in XYZ format:
```
12
Properties=species:S:1:pos:R:3
O -0.122 -1.373 0.967
O -0.785 -1.026 -1.171
O -2.730 0.333 0.006
C -0.428 -0.402 -0.003
C 0.831 0.576 -0.253
C -1.666 0.343 0.551
H 1.401 0.334 0.620
H 1.347 0.085 -1.131
H 0.209 -2.203 0.713
H -1.490 -0.457 -1.539
H -1.558 0.777 1.506
H 0.384 1.538 -0.437
```

## Properties
HOMO-LUMO gap = 10.79 eV
HOMO = -10.0 eV
E_LUMO = 0.82 eV

natural (NBO) atomic charge list, values in e, 6 entries:
1 O -0.744
2 O -0.712
3 O -0.508
4 C 0.424
5 C -0.665
6 C 0.413

=====

B | Here is 2 unconnected molecules or ions with the total composition C3H6O3 from the Open Molecules 2025 dataset. Energies are from wB97M-V/def2-TZVPD.

The geometry in XYZ format:
```
12
Properties=species:S:1:pos:R:3
O -0.145 -0.036 -2.057
O -0.140 1.814 -0.709
O 1.210 -1.386 -0.088
C 0.830 -0.400 0.806
C -0.595 0.783 -1.251
C -0.607 -0.026 0.739
H -0.979 0.797 1.340
H 1.466 0.491 0.800
H -1.290 -0.844 0.522
H 0.882 -0.837 1.826
H 1.028 -1.039 -0.987
H -1.670 0.535 -0.881
```

## Properties
HOMO-LUMO gap (alpha / beta) = 7.77 / 7.77 eV
HOMO (alpha / beta) = -10.0 / -10.0 eV
E_LUMO (alpha / beta) = -2.28 / -2.28 eV

natural (NBO) atomic charge list, values in e, 6 entries:
1 O -0.677
2 O -0.622
3 O -0.707
4 C -0.161
5 C 0.581
6 C 0.025

=====

Short version: A, B, most stable first.

=====

A | Here is 2 unconnected molecules or ions with the total composition C3H6O3 from the Open Molecules 2025 dataset. Energies are from wB97M-V/def2-TZVPD.

The geometry in XYZ format:
```
12
Properties=species:S:1:pos:R:3
O -1.739 -1.916 0.428
O 1.133 0.994 -1.796
O -0.192 -1.019 -0.687
C 1.027 1.001 -0.408
C -0.543 0.056 1.348
C 0.058 -0.082 0.099
H 1.987 0.779 0.091
H -1.595 -0.196 1.381
H -1.618 -2.395 -0.404
H 0.717 2.001 -0.089
H 0.868 0.110 -2.093
H -0.101 0.667 2.131
```

## Properties
HOMO-LUMO gap (alpha / beta) = 8.53 / 9.04 eV
HOMO (alpha / beta) = -10.2 / -9.8 eV
E_LUMO (alpha / beta) = -1.64 / -0.74 eV

natural (NBO) atomic charge list, values in e, 6 entries:
1 O -0.561
2 O -0.700
3 O -0.520
4 C -0.134
5 C -0.260
6 C 0.426

=====

B | Here is 2 unconnected molecules or ions with the total composition C3H6O3 from the Open Molecules 2025 dataset. Energies are from wB97M-V/def2-TZVPD.

The geometry in XYZ format:
```
12
Properties=species:S:1:pos:R:3
O 1.072 -1.062 0.525
O 0.765 2.421 0.425
O -1.992 -0.919 -0.562
C 1.151 0.068 0.101
C 0.134 1.161 0.355
C -1.302 -1.896 -0.724
H -0.465 0.919 1.241
H 2.002 0.393 -0.535
H -0.774 -2.084 -1.679
H -0.550 1.186 -0.502
H -1.154 -2.656 0.063
H 1.185 2.499 1.291
```

## Properties
HOMO-LUMO gap = 10.62 eV
HOMO = -10.0 eV
E_LUMO = 0.60 eV

natural (NBO) atomic charge list, values in e, 6 entries:
1 O -0.532
2 O -0.702
3 O -0.527
4 C 0.423
5 C -0.187
6 C 0.292

=====

Short version: B, A, most stable first.

=====

A | Here is C3H6O3 in the gas phase from the Open Molecules 2025 dataset. Energies are from wB97M-V/def2-TZVPD.

The geometry in XYZ format:
```
12
Properties=species:S:1:pos:R:3
O 0.882 -1.729 -0.969
O -0.833 2.458 0.254
O -0.236 -1.524 0.992
C -0.766 1.052 -0.188
C 0.622 0.491 -0.053
C 0.536 -1.047 -0.039
H -1.027 0.945 -1.287
H 1.270 0.741 0.896
H -0.221 2.996 -0.199
H -0.558 -2.419 0.556
H 1.173 0.763 -0.910
H -1.493 0.350 0.404
```

## Properties
HOMO-LUMO gap = 11.13 eV
HOMO = -10.5 eV
E_LUMO = 0.62 eV

natural (NBO) atomic charge list, values in e, 6 entries:
1 O -0.583
2 O -0.721
3 O -0.694
4 C -0.073
5 C -0.537
6 C 0.794

=====

B | Here is 2 unconnected molecules or ions with the total composition C3H6O3 from the Open Molecules 2025 dataset. Energies are from wB97M-V/def2-TZVPD.

The geometry in XYZ format:
```
12
Properties=species:S:1:pos:R:3
O 1.773 -0.917 -1.151
O -1.177 0.557 1.858
O 1.240 0.663 0.333
C 1.988 0.248 -0.506
C -1.309 0.641 0.451
C -1.473 -0.583 -0.228
H 0.899 -1.238 -0.881
H -1.257 -1.503 0.283
H -0.313 0.189 1.837
H -1.809 -0.602 -1.233
H 2.867 0.925 -0.631
H -1.430 1.620 -0.132
```

## Properties
HOMO-LUMO gap = 9.80 eV
HOMO = -9.1 eV
E_LUMO = 0.71 eV

natural (NBO) atomic charge list, values in e, 6 entries:
1 O -0.677
2 O -0.705
3 O -0.617
4 C 0.641
5 C 0.180
6 C -0.552

=====

C | Here is a molecular structure, C3H6O3 from the Open Molecules 2025 dataset. Energies are from wB97M-V/def2-TZVPD.

The geometry in XYZ format:
```
12
Properties=species:S:1:pos:R:3
O 1.208 1.577 0.030
O -0.823 0.889 -0.408
O 1.002 -0.632 -0.649
C -1.101 -0.327 0.268
C 0.872 0.700 -0.863
C 0.269 -0.978 0.524
H -1.646 -0.131 1.196
H 0.759 -0.567 1.412
H 0.234 -2.066 0.583
H -0.029 1.566 0.225
H -1.717 -0.952 -0.386
H 0.973 0.921 -1.930
```

## Properties
HOMO-LUMO gap = 11.15 eV
HOMO = -10.2 eV
E_LUMO = 0.91 eV

natural (NBO) atomic charge list, values in e, 6 entries:
1 O -0.771
2 O -0.635
3 O -0.502
4 C -0.108
5 C 0.667
6 C -0.118

=====

D | Here is 2 unconnected molecules or ions with the total composition C3H6O3 from the Open Molecules 2025 dataset. Energies are from wB97M-V/def2-TZVPD.

The geometry in XYZ format:
```
12
Properties=species:S:1:pos:R:3
O 0.979 -0.893 -0.274
O 1.334 0.830 1.553
O -0.394 0.468 -1.974
C -0.362 -1.080 -0.035
C -1.015 0.032 -0.838
C -0.527 0.214 0.573
H -0.773 -2.055 0.232
H -2.101 0.143 -0.880
H -0.898 0.661 1.482
H 1.651 1.583 1.034
H 0.493 0.054 -1.888
H 1.612 0.042 1.016
```

## Properties
HOMO-LUMO gap (alpha / beta) = 8.36 / 8.36 eV
HOMO (alpha / beta) = -9.2 / -9.2 eV
E_LUMO (alpha / beta) = -0.82 / -0.82 eV

natural (NBO) atomic charge list, values in e, 6 entries:
1 O -0.741
2 O -0.886
3 O -0.681
4 C -0.012
5 C 0.047
6 C 0.147

=====

Short version: A, B, C, D, most stable first.

=====

A | Here is a gas-phase ion, C3H3O2 (charge +1) from the Open Molecules 2025 dataset. Energies are from wB97M-V/def2-TZVPD.

The geometry in XYZ format:
```
8
Properties=species:S:1:pos:R:3
O 1.226 0.412 -0.214
O -0.455 -0.622 -1.012
C 0.234 0.432 0.710
C 0.758 -0.283 -1.232
C -0.784 -0.259 0.208
H 0.393 0.968 1.562
H 1.376 -0.451 -2.012
H -1.680 -0.550 0.598
```

## Properties
total charge = +1
HOMO-LUMO gap = 11.03 eV
HOMO = -16.7 eV
E_LUMO = -5.68 eV

natural (NBO) atomic charge list, values in e, 6 entries:
1 O -0.298
2 O -0.284
3 C 0.108
4 C 0.620
5 C 0.096
6 H 0.258

=====

B | Here is a gas-phase ion, C3H3O2 (charge +1) from the Open Molecules 2025 dataset. Energies are from wB97M-V/def2-TZVPD.

The geometry in XYZ format:
```
8
Properties=species:S:1:pos:R:3
O 1.009 2.814 -0.705
O 1.912 -0.059 -1.298
C 1.230 -0.209 -0.355
C 0.447 1.880 -0.490
C -0.096 0.638 -0.191
H 1.580 -1.084 0.378
H -0.789 0.330 -1.076
H -0.518 0.636 0.771
```

## Properties
total charge = +1
HOMO-LUMO gap = 10.35 eV
HOMO = -16.3 eV
E_LUMO = -5.93 eV

natural (NBO) atomic charge list, values in e, 6 entries:
1 O -0.188
2 O -0.412
3 C 0.411
4 C 0.958
5 C -0.701
6 H 0.225

=====

Short version: A, B, most stable first.